a:
C5H10ClN | ωB97M-V/def2-TZVPD

Output
LUMO: 0.91 eV
HOMO: -9.31 eV
SMILES string: CC(C)=C[C@@H](N)Cl
Orbital gap: 10.2 eV

```
! RIJCOSX wB97M-V def2-TZVPD def2/J DEFGRID3
* xyz 0 1
C -2.13 -0.63 -0.79
C -0.79 -0.27 -0.20
C -0.45 -1.02 1.11
C 0.10 0.49 -0.76
C 1.60 0.88 -0.38
N 1.91 1.63 0.70
Cl 2.49 -0.77 -0.25
H -2.49 0.17 -1.44
H -2.97 -0.72 -0.02
H -2.22 -1.78 -1.20
H 0.52 -1.38 1.00
H -1.22 -1.85 1.10
H -0.61 -0.28 1.97
H -0.15 0.81 -1.78
H 2.01 1.41 -1.30
H 1.57 1.37 1.59
H 2.82 1.93 0.64
*
```



b:
C5H10ClN | ωB97M-V/def2-TZVPD

Output
LUMO: 1.01 eV
HOMO: -8.44 eV
SMILES string: ClCCN1CCC1
Orbital gap: 9.5 eV

```
! RIJCOSX wB97M-V def2-TZVPD def2/J DEFGRID3
* xyz 0 1
Cl -2.89 -1.21 -0.57
C -1.66 -1.42 0.71
C -0.85 -0.17 1.04
N -0.04 0.12 -0.03
C 0.42 1.58 -0.24
C 1.53 0.92 -1.09
C 1.14 -0.47 -0.38
H -2.15 -1.99 1.46
H -1.21 -2.30 0.04
H -1.43 0.64 1.51
H -0.10 -0.32 1.80
H -0.23 2.20 -1.05
H 0.79 2.17 0.76
H 2.48 1.32 -1.19
H 1.18 1.05 -2.16
H 1.17 -1.28 -1.02
H 1.85 -0.82 0.40
*
```



Relative calculated energies, zero for the most stable structure, unit hartree: a 0.0000; b 0.0720.



a:
C5H16NO2 | ωB97M-V/def2-TZVPD

Output
⟨S²⟩: 0.7529
LUMO (alpha / beta): -9.35 / -14.91 eV
HOMO (alpha / beta): -18.75 / -18.62 eV
Orbital gap (alpha / beta): 9.4 / 3.7 eV

```
! RIJCOSX wB97M-V def2-TZVPD def2/J DEFGRID3
* xyz 2 2
C 0.94 0.32 2.42
C 0.15 1.61 1.88
C -1.23 1.31 1.26
C -1.34 1.44 -0.26
C 0.30 -0.47 -0.78
N -0.93 0.10 -0.79
H 0.23 -0.37 2.19
H 1.83 -0.09 1.76
H 1.12 0.46 3.46
H 0.01 2.41 2.70
H 0.84 2.25 1.20
H -1.57 0.40 1.67
H -1.90 2.05 1.70
H -2.37 1.69 -0.53
H -0.63 2.29 -0.41
H 0.32 -1.48 -1.22
H 1.26 -0.14 -0.49
H -1.65 -0.49 -0.96
H -0.63 -1.68 -3.24
H -1.83 -2.50 -2.51
O -1.48 -1.59 -2.78
H 3.41 -2.03 0.30
H 3.39 -1.02 -0.87
O 2.95 -1.87 -0.51
*
```



b:
C5H16NO2 | ωB97M-V/def2-TZVPD

Output
⟨S²⟩: 0.7532
LUMO (alpha / beta): -8.60 / -11.78 eV
HOMO (alpha / beta): -18.80 / -18.80 eV
Orbital gap (alpha / beta): 10.2 / 7.0 eV

```
! RIJCOSX wB97M-V def2-TZVPD def2/J DEFGRID3
* xyz 2 2
C 1.07 -0.53 1.60
C 1.56 -0.95 0.21
C 0.44 -1.08 -0.78
C -0.04 -2.29 -1.27
C -1.36 -2.51 -1.88
N 0.31 0.77 1.67
H 1.89 -0.46 2.31
H 0.41 -1.31 1.99
H 2.02 -1.93 0.35
H 2.35 -0.31 -0.21
H 0.05 -0.15 -1.17
H 0.67 -3.12 -1.28
H -1.29 -1.96 -2.84
H -2.18 -2.17 -1.25
H -1.54 -3.57 -2.08
H -0.69 0.63 1.49
H 0.69 1.43 0.98
H 0.29 1.07 2.64
H 1.00 2.99 -1.42
H -0.42 2.43 -1.37
O 0.34 2.64 -0.81
H -1.37 3.07 0.62
H -2.74 2.40 0.81
O -1.79 2.29 1.01
*
```



Relative calculated energies, zero for the most stable structure, unit hartree: a 0.1825; b 0.0000.



a:
C3H6NO2 | ωB97M-V/def2-TZVPD

Output
LUMO: -4.30 eV
HOMO: -13.81 eV
Orbital gap: 9.5 eV

```
! RIJCOSX wB97M-V def2-TZVPD def2/J DEFGRID3
* xyz 1 1
C 1.11 -0.44 0.12
C 0.22 -1.41 0.04
C -1.57 -0.07 0.31
N 0.68 0.82 -0.29
O -1.05 -0.98 -0.29
O -2.70 0.37 0.07
H 2.11 -0.61 0.40
H 0.42 -2.53 -0.05
H -1.29 0.38 1.26
H 0.29 0.82 -1.31
H 1.41 1.54 -0.14
H -3.02 0.05 -0.82
*
```



b:
C3H6NO2 | ωB97M-V/def2-TZVPD

Output
LUMO: -3.74 eV
HOMO: -15.20 eV
SMILES string: CO[N+]1=C(O)C1
Orbital gap: 11.5 eV

```
! RIJCOSX wB97M-V def2-TZVPD def2/J DEFGRID3
* xyz 1 1
C -1.91 -0.56 0.00
O -0.60 -1.12 -0.01
N 0.38 -0.20 0.00
C 1.63 0.03 0.00
O 2.83 -0.34 0.01
C 0.57 1.25 -0.01
H -2.56 -1.43 -0.06
H -2.08 0.10 -0.85
H -2.10 -0.02 0.93
H 3.02 -1.30 0.02
H 0.39 1.79 0.91
H 0.41 1.78 -0.94
*
```



Relative calculated energies, zero for the most stable structure, unit hartree: a 0.0000; b 0.0889.



a:
C3H6NO2 | ωB97M-V/def2-TZVPD

Output
LUMO (alpha / beta): -6.71 / -6.67 eV
HOMO (alpha / beta): -14.38 / -14.44 eV
Orbital gap (alpha / beta): 7.7 / 7.8 eV

```
! RIJCOSX wB97M-V def2-TZVPD def2/J DEFGRID3
* xyz 1 1
C -0.30 -0.58 -0.10
C -2.62 0.47 0.01
C 2.06 -0.33 0.05
N 0.76 0.28 -0.02
O -1.58 -0.23 -0.02
O 0.81 1.53 -0.17
H -0.08 -1.58 -0.11
H -3.56 -0.12 0.40
H -2.60 1.52 -0.16
H 2.64 0.49 0.48
H 2.39 -0.23 -0.99
H 2.08 -1.22 0.64
*
```



b:
C3H6NO2 | ωB97M-V/def2-TZVPD

Output
LUMO: -3.71 eV
HOMO: -15.18 eV
Orbital gap: 11.5 eV

```
! RIJCOSX wB97M-V def2-TZVPD def2/J DEFGRID3
* xyz 1 1
C 1.89 -0.52 -1.74
C -1.67 -0.67 0.42
C -0.42 -0.24 0.44
N 0.07 1.10 0.72
O 2.76 -1.11 -2.14
O 1.00 -0.02 -1.19
H -2.48 0.04 0.50
H -1.93 -1.75 0.32
H 0.38 -0.93 0.62
H 0.01 1.22 1.73
H -0.54 1.63 0.11
H 0.93 1.25 0.21
*
```



Relative calculated energies, zero for the most stable structure, unit hartree: a 0.1826; b 0.0000.